A molecular structure, C25H19Cl2IPd, computed with ωB97M-V/def2-TZVPD.

<S²>: 6.077
LUMO energy (spin up / spin down), eV: -6.49 / -9.30
Energy relative to the best compared isomer or geometry (same formula, charge and spin), eV: 0.000
Frontier orbital gap (spin up / spin down), Eh: 0.249 / 0.202
Calculated total energy, Ha: -2309.29581

The geometry in ORCA input format:
```
! RIJCOSX wB97M-V def2-TZVPD def2/J DEFGRID3
* xyz 2 5
C 2.61588 -2.81334 3.73183
C -1.93147 4.01701 -0.78572
C -1.97940 4.64457 0.46050
H 1.63873 2.50507 -1.80234
C 0.42337 0.26012 -1.01538
H -2.44147 4.45747 -1.63056
C 2.08445 -2.84186 1.00373
C -0.93065 -1.70142 3.72838
C 0.17146 1.04651 0.09268
H -4.29540 -2.22675 -2.16421
Cl -2.72633 -3.42023 -0.85858
C -0.21741 -2.00329 1.40333
C 0.67678 0.64942 -2.36056
C 3.33469 -3.24639 1.47844
C -1.20055 -1.70439 2.37544
C 1.26916 1.40181 -4.97819
C -0.56637 2.26880 0.17296
C -1.23569 2.83919 -0.93398
H 1.49489 1.69409 -5.99478
H 4.09727 -3.57911 0.78703
H 2.82203 -2.80340 4.79429
H -2.20020 -1.45034 2.03949
Cl -2.92697 -0.52592 -1.26113
H -1.38945 4.58800 2.52459
H 0.56423 -2.06338 5.24056
C 3.60063 -3.22447 2.83596
H -0.16414 -1.13266 -3.26033
C 1.35268 -2.42062 3.26716
C -1.34185 4.08935 1.56718
I 1.72938 -2.94767 -1.02492
C 1.06538 -2.41062 1.86788
H -1.20488 2.35197 -1.89825
H -1.69721 -1.44223 4.44575
H 0.32500 -0.43774 -5.56540
H -2.52482 5.57275 0.56747
H -0.15360 2.46418 2.28285
C 0.61206 0.19716 -4.73913
C -0.65377 2.90444 1.42894
Pd -0.62699 -1.60220 -0.56495
H 0.50450 0.65457 1.05316
C 0.34145 -0.18819 -3.44253
C -3.83279 -2.07769 -1.19598
H -4.55395 -2.00759 -0.39043
H 4.56997 -3.53257 3.20216
C 0.34671 -2.05269 4.18028
C 1.34818 1.86494 -2.62517
C 1.64415 2.22878 -3.92134
H 2.16230 3.15660 -4.11819
*
```

***

A molecular structure, C25H19CuF2N3SSe at a distorted geometry, computed with ωB97M-V/def2-TZVPD.

<S²>: 0.756
LUMO energy (spin up / spin down), eV: -0.33 / -1.17
Frontier orbital gap (spin up / spin down), Eh: 0.271 / 0.240
Calculated total energy, Ha: -5768.10222

The geometry in ORCA input format:
```
! RIJCOSX wB97M-V def2-TZVPD def2/J DEFGRID3
* xyz 0 2
C -0.21596 -3.03296 6.14112
C -1.48920 6.06147 -3.49258
Cu 1.50382 -2.28652 1.49147
C 1.77611 -3.59259 -1.15853
H 2.75051 -4.01752 -0.86233
C 1.40462 -3.33314 4.35843
H -0.21743 1.38045 -4.66012
C 0.65519 -2.46305 5.20717
H -0.89650 4.73142 -5.03051
H 1.47394 1.51591 -4.46567
C -0.62227 -2.43723 -2.09956
H -0.82882 -2.35711 6.67843
C 0.38515 -5.24716 5.39224
C -0.44205 -0.01176 2.16097
C -1.29465 1.01170 1.86086
H 0.67557 -1.34783 5.09301
H 2.11470 -5.34989 4.16789
C 1.32375 -4.70878 4.57982
C 1.07160 2.54686 -2.11849
C 0.01166 -3.35731 -2.91420
C -1.44431 6.34069 -2.11559
C -0.08283 4.43726 -1.70093
C -0.53505 5.64779 -1.24391
C -0.57564 -0.97034 0.04350
H -1.88175 -0.02209 -1.38860
C -1.43518 0.10062 -0.40028
H -2.22059 6.57036 -4.11415
N 0.41831 2.92471 -3.35033
C 0.57460 2.18618 -4.59122
H -1.30086 -4.83731 6.70291
F 1.95860 -4.80117 -3.14213
C -1.80649 1.08372 0.52745
C 1.20483 -3.94222 -2.44014
H 0.98267 3.30138 -0.19622
H -1.65726 1.69420 2.60529
Se 2.29009 1.17578 -1.75493
C -0.19968 4.11758 -3.11141
H -0.38215 5.96389 -0.21610
C 1.07592 -2.74098 -0.27470
C -0.14015 -2.09649 -0.81387
S 2.59261 -2.67433 3.28023
H -2.36717 1.97483 0.28477
N 0.66189 3.43305 -1.16527
H 0.21233 -6.35280 5.21057
H -2.03090 7.15485 -1.68726
N -0.08169 -1.01881 1.29480
H -0.15393 -0.17206 3.19451
H -0.40529 -3.66592 -3.87283
C -0.43738 -4.39993 6.19628
F -1.73770 -1.80017 -2.58213
C -0.93178 4.88518 -3.99437
H 0.69617 2.79765 -5.51334
*
```

***

A molecular structure, C25H19MoN12S2 at a distorted geometry, computed with ωB97M-V/def2-TZVPD.

<S²>: 2.026
LUMO energy (spin up / spin down), eV: -5.22 / -4.43
Frontier orbital gap (spin up / spin down), Eh: 0.230 / 0.260
Calculated total energy, Ha: -2485.53519

The geometry in ORCA input format:
```
! RIJCOSX wB97M-V def2-TZVPD def2/J DEFGRID3
* xyz 1 3
C -4.85541 0.25482 -0.35681
H -1.64464 -5.23219 -0.25235
H -0.48175 3.74498 -3.35332
C 3.86222 2.02932 1.54143
H 4.32464 2.46343 2.42649
C -1.70377 -1.82604 -0.20712
H 3.12666 -5.51629 0.06734
C 1.06153 -4.94080 -0.05861
H 2.68958 1.72729 4.32279
C -1.80889 0.03573 3.12613
C 3.28785 1.22367 -2.25922
C -4.02557 -0.84189 -0.32573
H 2.71475 0.33760 -2.50499
C -2.15012 -3.17137 -0.30437
C -0.09048 1.75929 -3.00493
H -1.84988 -1.04130 3.26032
C 1.89599 -2.33913 -0.09744
H 2.20739 -1.30452 -0.14121
N 0.22954 -0.37215 -2.83260
H -2.36144 0.44854 3.97607
C 0.51883 -2.59958 -0.11445
C 2.40874 -4.68216 0.04809
N -0.14815 2.57427 -0.30262
H 2.81706 2.07556 -2.74777
N -0.03825 1.28598 -4.24827
N -0.18296 3.36760 0.81056
C -4.32113 1.52013 -0.18477
N -0.32376 4.54925 0.44891
H -2.34070 0.26502 2.23041
C -2.95489 1.69081 -0.09326
H 3.88276 -3.06686 0.05839
C 2.64827 1.46711 1.40221
C 1.81447 1.42724 3.78928
H -2.53895 2.69254 -0.03075
N -0.35928 3.05387 -2.63053
C 2.82863 -3.34348 0.03002
Mo 0.02714 0.64693 -0.07284
C -2.64660 -0.68505 -0.17824
C 1.65604 1.23581 2.46080
C -2.09653 0.59466 -0.06423
N 0.13936 -0.03016 -4.06576
N -0.43142 4.68896 -0.89636
S 4.66047 2.06122 0.04322
C -0.40519 0.54448 3.14251
H 0.65874 -5.95503 -0.08076
H -5.00710 2.34163 -0.11793
N 0.41377 0.71237 2.12716
S 0.36823 1.01985 4.58216
C 3.30937 1.39089 -0.74376
N -0.40421 -1.53925 -0.09514
C -0.30669 3.44879 -1.34317
H -3.21267 -3.37025 -0.35831
H 4.31787 1.10502 -2.65212
C 0.09764 -3.93116 -0.14243
H -5.93607 0.14783 -0.43910
H -4.45577 -1.81048 -0.39235
N 0.07677 0.76145 -2.09364
N 2.31525 1.11517 0.10283
C -1.27728 -4.20992 -0.20989
*
```

***

A molecular structure, C25H20AuN2P, computed with ωB97M-V/def2-TZVPD.

LUMO energy, eV: 0.48
Frontier orbital gap, Eh: 0.297
Calculated total energy, Ha: -1551.20489

The geometry in ORCA input format:
```
! RIJCOSX wB97M-V def2-TZVPD def2/J DEFGRID3
* xyz 0 1
C 7.64499 1.59727 0.10676
H -0.14466 3.98598 0.91616
C 2.47545 0.55564 1.48786
H -1.15766 -3.48235 -0.21174
C 4.99403 1.06167 0.82688
P -1.45522 -0.68276 0.42869
C -2.40539 -2.14901 0.92469
H -2.03819 5.60649 0.94126
C -1.13851 -1.01558 -1.33822
C -2.01221 -1.57479 -3.52060
C 3.62958 0.78263 1.18520
H -4.36454 4.69601 0.70639
C 6.04335 0.30670 1.35789
C -1.99775 -3.40188 0.46713
H -3.19528 -1.52404 -1.74607
C 7.35558 0.57365 0.99991
H -4.29012 -5.34228 2.02742
H 8.67010 1.80272 -0.17387
H -3.63756 0.16097 0.21185
C 6.60934 2.35430 -0.42443
H -4.99248 -3.13031 2.88219
C -3.75853 -4.44955 1.72440
C -3.69025 2.67734 0.56582
C 0.32073 -1.05505 -3.25434
N -1.32979 2.33075 0.67604
C -3.47681 -2.06195 1.80863
H 1.31051 -0.92772 -3.67276
C -2.20511 -1.37974 -2.16542
H 8.15717 -0.01986 1.42141
C -2.55647 1.85582 0.56036
Au 0.53443 0.07592 1.36029
C -2.21924 4.54672 0.83326
H -0.58744 -1.56271 -5.12810
C -0.74200 -1.41107 -4.06745
H -4.68069 2.24978 0.47035
H -3.77288 -1.10194 2.21363
H 5.81350 -0.48815 2.05517
H -2.84563 -1.85786 -4.15068
C 0.12552 -0.85448 -1.89060
N -2.70449 0.47485 0.43247
C -4.15716 -3.20886 2.19844
C -1.17054 3.64924 0.81837
H 4.48651 2.68346 -0.47467
H 6.82571 3.15690 -1.11818
C -3.50704 4.03495 0.70045
C -2.67289 -4.54521 0.86277
H 0.96551 -0.57241 -1.26513
H -2.35108 -5.51180 0.49767
C 5.29564 2.09162 -0.06757
*
```